Molecular formula: C13H26N2O4S
Method: DFT, wB97M-V/def2-TZVPD

For the LUMO energy, the calculation gives 0.77 eV. The net charge is 0. Its total energy is -35908.5075 eV. Its energy relative to the best compared isomer or geometry (same formula, charge and spin) is 42.39 kJ/mol. The molar mass comes out at 306.43 g/mol.

```
46
Properties=species:S:1:pos:R:3:forces:R:3:lowdin_charge:R:1
C 4.48979 2.87185 2.82133 0.0 0.2 -0.1 -0.102
C 4.33057 3.03405 1.31522 0.1 0.1 0.2 -0.287
C 3.68566 1.81208 0.69060 -0.8 0.2 0.2 -0.223
S 1.93511 1.71704 1.21258 0.0 -0.4 -0.3 0.635
O 1.85180 1.05370 2.48125 0.2 -0.2 0.0 -0.294
O 1.34887 3.01708 1.07795 0.1 0.2 -0.3 -0.282
N 1.18591 0.72875 0.11432 0.3 0.5 0.6 -0.256
C 1.50298 -0.67683 0.15074 0.0 -0.6 0.3 -0.196
C 0.31124 -1.46810 -0.38456 0.3 0.2 -0.1 -0.113
C -0.04156 -0.98870 -1.79795 -0.2 -0.1 0.0 -0.229
C -1.22336 -1.79326 -2.34222 0.5 0.4 0.1 -0.476
O -1.09817 -2.59421 -3.24730 0.1 -0.3 -0.3 0.061
N -2.39273 -1.55040 -1.72586 -0.4 0.2 0.3 0.079
C -3.60313 -2.28626 -2.00155 -0.1 -0.3 0.0 -0.168
C -4.20152 -2.85426 -0.71337 0.1 0.5 0.0 -0.150
C -4.64117 -1.74564 0.25131 -0.2 -0.3 -0.1 -0.222
O -3.57241 -0.98735 0.78587 0.0 0.3 -0.1 -0.220
C -2.92907 -1.57500 1.89195 0.0 -0.1 0.1 -0.105
C -0.29776 0.52134 -1.78305 0.3 -0.1 0.0 -0.117
C 0.92130 1.24148 -1.20640 -0.3 0.4 -0.4 -0.198
H 5.16439 2.04892 3.04883 0.0 -0.1 0.1 0.079
H 3.52515 2.66089 3.27383 0.0 0.0 0.2 0.060
H 4.89351 3.78081 3.25993 0.0 0.0 0.1 0.075
H 5.30554 3.21153 0.85254 -0.1 0.0 -0.1 0.112
H 3.68944 3.89242 1.10628 0.1 0.1 -0.1 0.103
H 4.15145 0.88548 1.01302 0.0 -0.2 0.0 0.105
H 3.66571 1.87678 -0.39420 0.0 -0.1 -0.2 0.096
H 2.39676 -0.89487 -0.45590 0.0 0.0 0.0 0.132
H 1.70540 -0.92801 1.19241 0.0 -0.2 -0.1 0.118
H -0.53607 -1.30666 0.28137 -0.1 0.0 0.1 0.104
H 0.55155 -2.53237 -0.39847 0.0 0.0 0.0 0.131
H 0.80368 -1.19921 -2.46244 -0.1 0.0 0.0 0.151
H -2.44656 -0.91920 -0.93852 0.2 -0.1 -0.1 0.111
H -3.34218 -3.08752 -2.69761 -0.1 0.2 0.0 0.121
H -4.33447 -1.62638 -2.48417 0.0 -0.1 0.0 0.125
H -5.07415 -3.45893 -0.96173 0.0 -0.1 0.0 0.116
H -3.46814 -3.50013 -0.22761 0.0 -0.1 0.0 0.112
H -5.26482 -1.02371 -0.28447 0.0 -0.1 0.1 0.127
H -5.23319 -2.17770 1.06957 0.0 0.1 0.0 0.120
H -3.64230 -1.76838 2.70120 0.0 0.0 0.0 0.091
H -2.43312 -2.51576 1.62767 0.0 0.0 0.0 0.086
H -2.18475 -0.85743 2.23387 0.0 -0.1 0.1 0.092
H -1.15818 0.75675 -1.15636 -0.1 0.1 0.0 0.121
H -0.49364 0.88027 -2.79432 0.0 0.0 0.0 0.129
H 1.78813 1.09014 -1.87053 0.0 0.0 0.0 0.128
H 0.73320 2.31001 -1.09842 0.0 -0.1 -0.2 0.118
```
Forces are in eV/Å.

=====

Molecular formula: C13H26N4O3P
Method: DFT, wB97M-V/def2-TZVPD

For the LUMO energy, the calculation gives -3.50 eV. The net charge is +1. Its total energy is -35286.6531 eV. Its energy relative to the best compared isomer or geometry (same formula, charge and spin) is 0.00 kJ/mol. The molar mass comes out at 317.35 g/mol.

```
47
Properties=species:S:1:pos:R:3:forces:R:3:lowdin_charge:R:1
C 2.35958 2.19561 0.48938 -0.5 0.3 0.4 0.000
C 2.26520 3.66612 0.84940 1.6 1.7 -0.6 -0.475
O 3.11605 4.49861 0.56660 -1.9 -1.9 0.8 0.134
O 1.13178 3.99218 1.56126 0.7 -0.1 -0.5 -0.023
C -0.08212 3.85944 0.82374 -0.6 0.0 0.2 -0.176
C -1.16104 3.09555 1.60086 -0.6 0.2 -0.8 -0.139
C -1.71528 1.85936 0.85539 0.4 -0.2 0.9 -0.191
C -1.81307 0.64941 1.79670 -0.2 -0.4 -1.2 -0.165
C -1.95944 -0.69188 1.03248 -0.1 0.7 1.1 -0.117
N -0.71312 -1.48391 1.07323 0.2 0.2 0.2 -0.082
C -0.83046 -2.85954 1.11124 0.1 0.7 -0.4 -0.353
N -1.16556 -3.44046 2.21731 -0.5 -0.2 0.2 0.303
N -0.53227 -3.47182 -0.07952 0.0 0.0 1.2 0.160
C 0.21497 -2.49114 -0.85571 1.2 -0.8 -1.5 -0.333
N -0.47417 -2.28851 -2.10211 -0.9 2.1 1.1 0.122
C 0.06328 -1.52563 -2.97836 0.3 -0.2 -0.1 -0.388
C -0.77689 -0.57819 -3.76848 0.0 -1.1 -0.9 -0.023
C 1.51866 -1.53662 -3.35682 -0.2 0.3 0.3 -0.008
C 0.34273 -1.24092 0.09458 -0.1 -0.9 0.1 -0.278
P 1.87042 -1.48893 1.12136 0.7 -0.1 -0.1 0.750
O 2.16706 -2.92572 1.28789 -0.3 -0.3 0.1 -0.391
H 1.75430 2.02255 -0.39704 0.1 -0.1 -0.3 0.075
H 3.38255 1.88697 0.33951 0.2 0.0 -0.2 0.087
H 1.89047 1.63798 1.29755 0.1 -0.2 0.1 0.067
H 0.05296 3.38194 -0.14454 0.4 -0.1 -0.1 0.109
H -0.43442 4.86219 0.60633 0.1 0.2 0.0 0.131
H -1.99810 3.77950 1.70540 -0.1 0.1 0.3 0.113
H -0.84029 2.83935 2.60346 0.3 0.0 0.1 0.116
H -2.71509 2.07084 0.49413 -0.1 0.0 -0.3 0.116
H -1.10012 1.61107 -0.00883 0.1 0.0 -0.1 0.089
H -2.70580 0.77923 2.39724 0.0 0.0 0.4 0.118
H -0.93446 0.55681 2.42488 0.1 0.2 0.3 0.104
H -2.72308 -1.25840 1.55432 -0.1 -0.4 -0.2 0.122
H -2.27276 -0.50897 0.00801 0.0 -0.2 -0.3 0.128
H -1.29604 -2.86050 3.02889 -0.1 0.0 0.2 0.153
H -1.26386 -4.43712 2.32635 0.1 -0.1 -0.2 0.159
H -1.43650 -3.70852 -0.48761 0.3 -0.5 -0.6 0.167
H 1.24834 -2.81472 -0.98251 -0.1 -0.7 0.0 0.115
H -0.76960 -0.91269 -4.80748 -0.2 0.1 -0.2 0.096
H -0.30887 0.39961 -3.78611 0.0 0.2 0.2 0.089
H -1.79727 -0.55464 -3.41645 -0.2 0.1 0.1 0.079
H 1.93218 -0.53625 -3.42949 0.2 0.2 0.1 0.089
H 2.11366 -2.17266 -2.71710 0.3 -0.1 0.0 0.074
H 1.54052 -1.93387 -4.36898 0.1 -0.1 -0.2 0.103
H 0.33986 -0.30453 -0.44629 -0.5 0.3 0.1 0.120
H 1.57030 -0.82856 2.32966 0.0 0.3 -0.2 0.029
H 2.94484 -0.78964 0.53627 -0.2 0.3 0.0 0.023
```
Forces are in eV/Å.

=====

Molecular formula: C13H26N4OP2Sr
Method: DFT, wB97M-V/def2-TZVPD

Its spin multiplicity is 2. As for the expectation value of S²: 0.785. For the LUMO energy (alpha / beta), the calculation gives -2.44 / -5.79 eV. The net charge is +1. Its total energy is -41310.2624 eV. Its energy relative to the best compared isomer or geometry (same formula, charge and spin) is 622.15 kJ/mol. The molar mass comes out at 403.95 g/mol.

```
47
Properties=species:S:1:pos:R:3:forces:R:3:mulliken_spin:R:1
Sr -0.06312 0.11478 0.13815 -0.9 3.6 -0.2 -0.008
P 1.03886 -1.12564 1.90789 1.3 -2.1 1.8 0.024
P -2.38506 -0.58728 0.03019 -2.9 -0.2 -1.5 0.067
N 2.02807 0.54800 -0.53251 -0.3 -0.6 -0.7 0.479
N -0.45241 0.95188 -1.86897 2.0 -0.5 0.8 0.002
H 2.82178 1.78243 -1.87955 0.5 0.7 -0.6 0.035
H 0.48089 2.34501 -2.94500 0.8 0.8 -0.6 -0.004
H 1.63062 2.59151 -0.82686 0.2 -0.3 0.0 0.042
C 1.86768 1.67255 -1.39389 -0.1 0.4 -0.6 -0.084
H 1.10910 0.69778 -3.17613 0.2 0.1 -0.2 -0.001
C 0.74590 1.42882 -2.44435 -0.5 0.1 -0.8 0.014
H 3.81681 0.74103 0.20605 2.0 0.9 0.7 0.016
H -1.84910 1.36849 -3.12253 -1.5 0.9 -2.0 0.000
C 2.88356 0.31830 0.40947 0.0 -0.9 0.9 -0.117
C -1.67295 0.88622 -2.22029 -1.2 -0.8 0.9 0.002
C 2.63351 -0.48325 1.55342 1.7 0.1 -0.6 0.479
C -2.70760 0.22879 -1.48708 0.0 0.5 -0.7 -0.001
H 3.46999 -0.73107 2.21436 -0.2 0.6 -0.2 0.004
H -3.72984 0.27867 -1.86062 0.4 0.1 0.0 0.003
H -2.63535 -1.89174 0.05013 -1.2 -1.9 0.1 0.002
H -3.01715 -0.05389 1.09491 -1.4 0.3 1.0 0.000
H 0.97683 -2.46404 1.80005 0.5 -1.5 0.3 0.038
H 0.58261 -0.78252 3.10662 0.2 0.1 2.3 0.005
H -0.27818 -1.27948 -2.90429 0.0 -0.1 0.0 0.000
C 0.18755 -2.16047 -2.44876 0.5 0.3 0.2 0.001
C -0.84583 -3.21160 -2.18787 -0.3 -1.0 -0.5 0.000
C 1.38511 -2.60203 -3.23484 0.0 -1.0 -0.9 -0.002
O 0.69416 -1.80334 -1.16303 2.3 2.1 0.7 0.009
H -1.20596 -3.60145 -3.15440 0.0 0.1 0.4 0.000
H -0.41678 -4.05766 -1.62375 -0.1 0.3 -0.2 -0.001
H -1.71306 -2.83256 -1.64311 0.2 0.1 -0.1 0.001
H 2.12240 -1.80599 -3.35990 -0.1 0.1 0.0 0.000
H 1.88146 -3.46006 -2.74336 -0.3 0.4 -0.2 0.000
H 1.06570 -2.92678 -4.23433 0.2 0.1 0.1 0.000
H 1.47571 -1.08462 -1.23824 -2.2 -2.3 -0.3 -0.004
C -2.43856 4.09372 3.92295 0.2 -0.2 -0.3 0.000
N -1.50684 3.50404 2.96599 2.6 0.6 -1.2 0.000
C -0.21699 4.12192 2.58413 -3.5 -4.2 -0.5 -0.001
C 0.34331 3.25585 1.71173 -2.5 -1.1 0.8 0.006
N -0.52133 2.13322 1.51485 0.4 1.3 0.7 0.001
C -1.59326 2.32451 2.27545 2.5 2.9 0.3 -0.002
H -1.94624 4.20539 4.88896 -0.1 0.0 0.0 0.000
H -2.76897 5.06783 3.55884 0.0 -0.1 0.1 0.000
H -3.28499 3.42179 4.01328 -0.2 0.1 0.1 0.000
H 0.09077 5.00514 2.96846 0.7 2.5 1.1 0.000
H 1.27862 3.34835 1.24092 0.8 0.0 -0.5 -0.006
H -2.41032 1.68826 2.38449 -1.2 -1.0 0.0 0.000
```
Forces are in eV/Å.

=====

Molecular formula: C13H26NO3RuS4Si2Te
Method: DFT, wB97M-V/def2-TZVPD

Its spin multiplicity is 2. As for the expectation value of S²: 1.144. For the LUMO energy (alpha / beta), the calculation gives -2.33 / -2.58 eV. The net charge is 0. Its total energy is -90506.1903 eV. Its energy relative to the best compared isomer or geometry (same formula, charge and spin) is 332.10 kJ/mol. The molar mass comes out at 657.47 g/mol.

```
51
Properties=species:S:1:pos:R:3:forces:R:3:mulliken_spin:R:1
Ru -0.09482 2.20469 0.11585 -1.7 3.3 -1.1 0.790
O 4.22508 7.32949 0.05105 0.2 0.2 0.1 0.004
C 3.38818 6.49799 -0.11085 -0.1 -0.4 -0.3 0.000
S 1.66648 6.73139 0.23355 -0.2 -0.1 -0.1 -0.005
C 1.12288 5.13379 -0.25115 0.6 0.2 -0.2 -0.029
C 2.08848 4.26349 -0.71505 -0.1 0.5 0.0 0.050
S 1.78198 2.70579 -1.35985 -1.5 -0.8 1.5 -0.026
S 3.73378 4.86179 -0.72505 0.1 0.0 -0.1 0.008
S -0.53022 4.76219 -0.15165 0.7 -2.0 0.6 0.097
N -2.59942 2.42319 0.01495 0.7 0.0 0.0 0.023
C -2.73732 2.66729 1.45655 0.0 -0.1 0.7 -0.008
C -1.80412 1.60469 2.07785 -1.6 -0.5 0.1 -0.022
O -2.20312 0.42369 2.11505 -0.7 0.3 0.2 -0.008
O -0.63332 1.96399 2.33985 1.4 0.9 -0.8 0.016
H -2.93792 3.21409 -0.52835 0.1 -0.2 0.0 -0.003
H -3.13802 1.59289 -0.22825 0.3 0.1 -0.1 0.000
H -3.76652 2.55929 1.81325 0.1 0.0 0.0 0.003
H -2.34882 3.66099 1.69625 -0.1 -0.2 -0.1 0.002
C 2.97038 0.63889 1.24625 -0.2 -0.4 -0.2 -0.011
Si 2.65428 -1.08961 0.49885 0.1 -0.3 -0.4 -0.005
C 2.18668 -2.36221 1.84545 0.1 0.5 -0.4 0.002
C 4.16108 -1.75311 -0.45655 -0.4 0.3 0.5 0.002
C 1.23158 -0.95181 -0.77385 0.7 0.0 0.8 -0.004
Te -0.42122 -0.38281 0.46565 1.7 -1.2 -0.4 0.122
C -1.30792 -2.33701 0.56355 -1.0 0.4 -0.9 -0.011
Si -2.36552 -2.77311 -0.96865 -0.1 -0.2 -0.1 0.004
C -1.35872 -2.75391 -2.58755 -0.3 0.1 0.7 0.001
C -2.97362 -4.55051 -0.64145 0.1 0.7 -0.2 0.000
C -3.80792 -1.53631 -1.10695 0.5 -0.4 0.1 0.003
H 3.47898 0.56849 2.20415 0.1 -0.1 0.2 0.001
H 2.03488 1.19499 1.41785 0.3 -0.2 0.1 0.009
H 3.59328 1.24169 0.58755 0.0 0.0 -0.1 -0.003
H 2.99398 -2.48381 2.55955 0.2 0.0 0.1 0.000
H 1.99438 -3.34161 1.41745 0.0 -0.2 -0.2 0.000
H 1.29988 -2.05511 2.39565 0.0 0.1 0.1 -0.001
H 5.01728 -1.86031 0.19675 0.3 0.0 0.2 0.000
H 4.44338 -1.09181 -1.26645 0.0 0.2 -0.2 0.000
H 3.95048 -2.72791 -0.88245 -0.1 -0.2 -0.1 0.000
H 1.06768 -1.85831 -1.34115 -0.1 -0.2 -0.1 0.000
H 1.43928 -0.13021 -1.45965 -0.1 -0.1 -0.1 0.001
H -1.92462 -2.29491 1.45765 0.0 0.0 0.1 0.001
H -0.49952 -3.04391 0.71725 0.4 0.2 0.1 0.001
H -0.52282 -3.44581 -2.54845 0.2 -0.1 0.1 0.000
H -0.96922 -1.76591 -2.81645 0.1 0.2 0.0 0.000
H -1.98822 -3.06001 -3.41805 -0.2 -0.1 -0.1 0.000
H -2.13522 -5.23771 -0.57495 0.2 -0.1 0.0 0.000
H -3.61772 -4.89311 -1.44385 -0.2 -0.1 -0.2 0.000
H -3.53292 -4.61651 0.28645 -0.1 0.0 0.2 0.000
H -3.44442 -0.55001 -1.38885 0.1 0.1 -0.1 0.000
H -4.34172 -1.44201 -0.16605 -0.1 0.0 0.2 0.001
H -4.51942 -1.85531 -1.86275 -0.1 -0.1 -0.2 0.000
```
Forces are in eV/Å.

=====

Molecular formula: C13H26O2S
Method: DFT, wB97M-V/def2-TZVPD

For the LUMO energy, the calculation gives 0.52 eV. The net charge is 0. Its total energy is -28829.7902 eV. Its energy relative to the best compared isomer or geometry (same formula, charge and spin) is 247.68 kJ/mol. The molar mass comes out at 246.42 g/mol.

```
42
Properties=species:S:1:pos:R:3:forces:R:3:lowdin_charge:R:1
C -1.42586 -3.18727 1.27191 1.2 -0.9 0.5 -0.155
C -1.21063 -1.74342 0.75651 1.5 -1.4 -1.0 -0.215
C -1.89874 -1.68127 -0.67191 2.6 -1.4 1.4 -0.244
C -1.61756 -0.40710 -1.28441 2.5 0.0 -3.8 -0.314
C -2.52069 0.70447 -1.06694 -1.4 1.7 2.2 -0.203
C -2.31231 1.41530 0.30043 -1.9 -0.3 0.4 -0.232
C -0.95276 1.87438 0.76438 0.4 -1.8 0.3 -0.280
C -0.16287 2.61509 -0.27983 1.0 0.6 -1.7 -0.178
C 1.26048 3.26045 0.26292 -2.0 0.5 2.3 -0.200
C 2.51175 2.51051 -0.20204 -1.3 0.6 0.5 -0.292
C 2.17498 1.05088 0.13519 1.4 0.9 0.0 -0.513
S 3.68807 0.13781 -0.20168 0.2 -0.5 -0.3 0.913
C 3.33912 -1.55863 0.27581 -0.7 -1.0 -0.5 -0.408
C 2.06533 -2.14737 -0.41053 -1.0 0.4 -3.1 -0.434
O 1.20027 -1.53707 -1.13684 4.2 -2.9 3.1 -0.018
O 2.09089 -3.54273 -0.32475 -2.4 1.8 -1.9 0.041
H -2.46315 -3.37318 1.45203 -0.9 0.1 0.5 0.043
H -1.22340 -4.02093 0.51569 0.4 1.3 0.7 0.083
H -0.85062 -3.41311 2.22965 -0.7 0.2 -1.2 0.082
H -1.52784 -0.96005 1.59423 0.7 -1.5 -2.2 0.136
H -0.05010 -1.68591 0.38078 -3.1 0.5 1.9 0.110
H -1.46358 -2.42067 -1.42208 0.1 0.3 1.7 0.132
H -2.89560 -1.94140 -0.73288 -2.5 -0.3 0.5 0.086
H -1.63576 -0.67415 -2.35154 -0.3 0.6 -0.3 0.123
H -0.49929 -0.25435 -1.23140 -1.3 0.6 0.5 0.094
H -3.57410 0.34956 -1.04367 0.5 0.1 -0.2 0.124
H -2.50527 1.49196 -1.81619 0.4 -0.1 -0.3 0.108
H -2.79002 0.89678 1.19301 0.5 0.0 -1.2 0.118
H -2.94601 2.31391 0.25530 0.2 0.1 -0.1 0.105
H -0.29692 1.00822 1.12810 -1.0 0.9 -0.6 0.114
H -1.30176 2.32096 1.66482 0.8 1.4 0.9 0.096
H 0.00279 1.69350 -1.04720 -0.1 2.9 1.1 0.127
H -0.75354 3.48375 -0.84955 1.1 -2.0 1.3 0.146
H 1.27484 3.37797 1.46564 -0.3 -1.0 -2.4 0.147
H 1.20741 4.33436 0.05075 0.4 -0.2 -0.7 0.083
H 2.58796 2.74672 -1.25983 0.5 -0.5 -0.2 0.111
H 3.39516 2.85436 0.35322 -0.2 -0.1 -0.3 0.105
H 1.95941 1.09234 1.18593 -0.1 -0.5 0.7 0.081
H 1.28565 0.78039 -0.39376 0.2 -0.8 -0.3 0.024
H 4.21416 -2.25847 0.15443 -0.8 0.9 -0.9 0.108
H 3.27636 -1.70998 1.33356 -0.8 0.4 1.0 0.072
H 1.34372 -3.79661 -0.99728 1.7 0.4 1.8 0.171
```
Forces are in eV/Å.